Computed, not measured: 2 unconnected molecules or ions with the total composition C4H7Br3O, with the ωB97M-V functional and the def2-TZVPD basis.

```
15
Properties=species:S:1:pos:R:3:forces:R:3
Br -1.2529 -0.0047 -2.8355 -0.250 -0.193 0.124
C -0.6208 -1.2049 -1.4963 -0.674 -3.329 -3.679
Br -1.9662 -2.2945 -0.6431 0.615 0.519 -0.382
Br 0.9055 -2.4446 -2.4285 -1.624 1.159 1.081
H -0.0666 -0.6624 -0.8639 1.825 1.455 2.436
C -0.1263 -0.0705 1.9878 -0.646 0.543 -0.534
C 0.0162 0.7120 0.7205 2.879 -1.849 2.711
C 1.1633 1.0851 0.1885 0.113 -1.203 -2.415
O 1.0607 1.8930 -0.9627 -0.308 0.046 0.877
H -0.5359 0.7445 2.6141 0.193 -0.997 0.676
H 0.8938 -0.3134 2.2310 0.135 -0.483 0.944
H -0.8263 -0.9574 1.9544 0.874 1.038 -0.020
H -0.8289 0.8898 0.2442 -4.005 1.735 -1.999
H 2.0510 0.3644 0.2302 -0.665 2.050 0.327
H 0.1333 2.2636 -0.9405 1.538 -0.491 -0.145
```
Positions in Å, forces in eV/Å.

- HOMO (eV) = -9.00
- maximum force (eV/Å) = 5.01
- relative energy (zero: lowest compared OMol25 entry of this formula, charge and spin) (kcal per mole) = 48.37
- SMILES = BrC(Br)Br.C/C=C/O
- charge = 0
- M (g/mol) = 310.81
- E_LUMO (eV) = -0.630

Computed, not measured: a gas-phase ion, C4H7BrN (charge +1), with the ωB97M-V functional and the def2-TZVPD basis.

```
13
Properties=species:S:1:pos:R:3:forces:R:3
C -0.6691 -1.7211 -0.3563 1.036 -1.768 -1.460
C -0.9017 -0.4932 -0.0497 -3.842 1.817 0.380
Br -2.9369 0.1554 0.0176 2.967 -0.758 -0.013
N 0.0600 0.5292 0.1568 -0.561 -1.634 0.283
C -0.0993 1.6601 -0.3228 -1.691 1.906 -1.045
C 1.3254 0.0840 0.7037 0.647 1.884 -0.889
H -1.4719 -2.3586 -0.6914 -0.192 -0.130 0.442
H 0.3363 -2.1194 -0.5802 -0.506 0.285 0.525
H 0.6481 2.3836 -0.1815 0.887 0.913 0.053
H -1.0217 1.8879 -0.8613 0.251 0.029 0.234
H 1.6333 -0.5463 -0.0894 1.052 -1.054 -0.302
H 1.0972 -0.4577 1.5928 0.564 -0.073 0.874
H 2.0002 0.9961 0.6616 -0.613 -1.418 0.918
```
Positions in Å, forces in eV/Å.

- HOMO (eV) = -14.57
- maximum force (eV/Å) = 4.27
- relative energy (zero: lowest compared OMol25 entry of this formula, charge and spin) (kcal per mole) = 26.52
- SMILES = C=C(Br)[N+](=C)C
- charge = +1
- M (g/mol) = 149.01
- E_LUMO (eV) = -5.479

Computed, not measured: a single C4H7BrO molecule, with the ωB97M-V functional and the def2-TZVPD basis.

```
13
Properties=species:S:1:pos:R:3:forces:R:3
C -0.0585 -1.0647 1.9433 -0.011 1.229 0.892
C -0.5448 0.0835 1.5365 -0.210 1.222 -0.570
Br -1.2172 1.4103 2.7076 0.271 0.059 -0.013
O -0.6566 0.5146 0.2369 -1.444 0.835 2.162
C 0.1912 -0.0436 -0.6642 3.182 -2.465 -2.049
C 0.2458 0.7424 -2.0173 -3.392 -2.180 0.962
H 0.3486 -1.3427 2.8735 -0.368 0.290 1.355
H -0.0268 -1.8202 1.2773 0.626 -2.226 -2.549
H 1.2938 -0.0704 -0.2371 -2.100 -0.281 -0.564
H -0.1474 -1.1002 -0.9070 0.574 0.932 0.421
H -0.8122 1.1988 -2.0408 1.603 -0.596 -0.738
H 0.9318 1.4950 -1.8415 1.488 1.619 -0.526
H 0.4523 -0.0028 -2.8672 -0.218 1.564 1.217
```
Positions in Å, forces in eV/Å.

- HOMO (eV) = -9.20
- maximum force (eV/Å) = 4.52
- relative energy (zero: lowest compared OMol25 entry of this formula, charge and spin) (kcal per mole) = 41.73
- SMILES = C=C(Br)OCC
- charge = 0
- M (g/mol) = 151.00
- E_LUMO (eV) = 0.910

- Which of these has the lowest HOMO?
  C4H7BrN

- Which of these has the lowest relative energy (zero: lowest compared OMol25 entry of this formula, charge and spin)?
  C4H7BrN

What did the first record say?
Computed, not measured: 2 unconnected molecules or ions with the total composition C4H7Br3O, with the ωB97M-V functional and the def2-TZVPD basis.

```
15
Properties=species:S:1:pos:R:3:forces:R:3
Br -1.2529 -0.0047 -2.8355 -0.250 -0.193 0.124
C -0.6208 -1.2049 -1.4963 -0.674 -3.329 -3.679
Br -1.9662 -2.2945 -0.6431 0.615 0.519 -0.382
Br 0.9055 -2.4446 -2.4285 -1.624 1.159 1.081
H -0.0666 -0.6624 -0.8639 1.825 1.455 2.436
C -0.1263 -0.0705 1.9878 -0.646 0.543 -0.534
C 0.0162 0.7120 0.7205 2.879 -1.849 2.711
C 1.1633 1.0851 0.1885 0.113 -1.203 -2.415
O 1.0607 1.8930 -0.9627 -0.308 0.046 0.877
H -0.5359 0.7445 2.6141 0.193 -0.997 0.676
H 0.8938 -0.3134 2.2310 0.135 -0.483 0.944
H -0.8263 -0.9574 1.9544 0.874 1.038 -0.020
H -0.8289 0.8898 0.2442 -4.005 1.735 -1.999
H 2.0510 0.3644 0.2302 -0.665 2.050 0.327
H 0.1333 2.2636 -0.9405 1.538 -0.491 -0.145
```
Positions in Å, forces in eV/Å.

- HOMO (eV) = -9.00
- maximum force (eV/Å) = 5.01
- relative energy (zero: lowest compared OMol25 entry of this formula, charge and spin) (kcal per mole) = 48.37
- SMILES = BrC(Br)Br.C/C=C/O
- charge = 0
- M (g/mol) = 310.81
- E_LUMO (eV) = -0.630